Computed, not measured: 2 unconnected molecules or ions with the total composition C3H12NOS in a non-equilibrium geometry, with wB97M-V/def2-TZVPD.

Atoms and positions in Å:
C -0.06 -1.16 -1.18
C -0.30 -1.24 0.31
C -1.11 -0.02 0.80
S -1.03 0.20 2.57
N 0.89 -0.05 -1.51
H -1.03 -0.95 -1.66
H 0.24 -2.13 -1.57
H -0.82 -2.14 0.59
H 0.63 -1.30 0.89
H -0.83 0.89 0.27
H -2.13 -0.21 0.47
H -1.92 1.19 2.60
H 0.95 0.64 -0.72
H 0.55 0.50 -2.30
H 1.77 -0.46 -1.78
H 1.93 2.65 0.53
H 0.94 1.71 1.28
O 1.34 1.88 0.43

Summary:
Gap between HOMO and LUMO = 9.50 eV
Charge = +1
Lowest unoccupied orbital energy = -3.32 eV
Highest occupied orbital energy = -12.82 eV
ΔE to the lowest compared entry with this formula, charge and spin = 0.236 eV